Density functional theory data (wB97M-V/def2-TZVPD) for a structure of composition C40H34BrF4N4OPRbSSe2.

```
89
C40H34BrF4N4OPRbSSe2 | OMol25 | wB97M-V/def2-TZVPD
Rb -0.086 -0.155 0.187
Br -3.270 -1.363 0.798
Se 3.617 -1.114 1.891
Se 2.745 -3.161 2.539
S 0.683 2.851 1.292
P -2.769 1.054 -1.536
F -7.619 2.543 -0.402
F -5.890 -0.997 2.097
F -7.877 0.716 1.578
F -5.398 2.680 -1.830
O -0.586 2.074 1.518
N 1.065 1.010 -2.343
N 2.234 1.912 -3.966
N 0.346 -1.668 2.826
N 2.456 -1.654 -0.619
C 3.205 2.621 2.357
C -3.317 0.679 -3.240
C -1.063 -1.677 4.770
C -2.428 4.994 -0.406
C -4.544 -0.018 0.408
C -3.151 -0.647 -3.643
C 0.881 -3.059 4.693
C 0.484 0.692 -3.558
C -1.277 4.742 -2.495
C -4.361 0.941 -0.596
C -3.871 1.595 -4.131
C -0.252 -2.627 5.365
C -6.620 1.715 -0.130
C 1.138 -2.548 3.428
C 0.375 4.496 1.911
C -1.668 5.542 -1.430
C 3.090 2.300 -1.645
C -4.252 1.187 -5.401
C 3.597 -1.324 -0.031
C 1.414 1.607 3.616
C 4.771 -1.070 -0.726
C 3.696 1.433 4.405
C 1.855 2.339 2.531
C 3.564 -1.506 -2.739
C -5.443 1.772 -0.852
C 2.340 1.157 4.548
C -1.655 3.407 -2.541
C -6.755 0.784 0.879
C -4.093 -0.137 -5.791
C 4.745 -1.153 -2.110
C 4.114 2.179 3.301
C -5.716 -0.089 1.139
C 4.705 0.909 5.391
C -2.436 2.855 -1.527
C -0.718 -1.225 3.508
C 1.194 1.244 -4.576
C 2.452 -1.752 -1.950
C -3.545 -1.057 -4.910
C -2.799 3.658 -0.448
C 2.117 1.740 -2.624
H 1.567 -3.763 5.142
H 4.117 2.125 -1.966
H -3.418 -2.090 -5.208
H 2.957 2.430 -4.433
H -4.009 2.627 -3.836
H 4.221 0.471 6.263
H 1.063 1.226 -5.644
H 2.949 3.376 -1.516
H -0.482 -3.010 6.351
H 2.943 1.815 -0.682
H -1.346 2.797 -3.381
H -3.375 3.243 0.371
H 1.508 -2.024 -2.410
H -1.390 6.588 -1.403
H -2.714 -1.365 -2.957
H 5.168 2.399 3.176
H -4.683 1.905 -6.087
H 0.360 1.387 3.720
H 5.324 0.138 4.926
H -0.685 5.160 -3.300
H 3.497 -1.594 -3.815
H 1.312 5.053 1.906
H -4.399 -0.450 -6.781
H -1.942 -1.291 5.267
H 5.679 -0.829 -0.191
H 5.643 -0.963 -2.684
H 5.373 1.701 5.731
H -2.745 5.612 0.426
H 2.000 0.573 5.396
H -0.410 0.092 -3.626
H -1.316 -0.464 3.016
H -0.027 4.411 2.920
H 3.544 3.180 1.491
H -0.346 4.953 1.233
```

Output
ΔE to the lowest compared entry with this formula, charge and spin = 0.188 eV
Frontier orbital gap = 8.25 eV
Charge = +1
HOMO level = -0.387 hartree
E_LUMO = -0.0832 hartree

Density functional theory data (wB97M-V/def2-TZVPD) for a structure of composition C37H31AsCl2N3O4ReS3Te at a distorted geometry.

```
83
C37H31AsCl2N3O4ReS3Te | OMol25 | wB97M-V/def2-TZVPD
Re 0.200 -0.196 0.158
Te 1.022 0.706 2.987
As -0.739 -0.337 -3.305
Cl -0.948 2.786 2.435
Cl 1.753 -2.292 -5.539
S 5.013 0.000 0.275
S -2.026 -0.719 0.074
S 0.497 4.166 -1.530
O -0.850 1.262 2.273
O -2.216 3.131 1.992
O 0.074 3.280 1.606
O -0.695 3.028 3.778
N 1.175 -1.753 -0.775
N 0.560 1.771 -0.683
N 2.489 0.216 0.473
C -1.754 2.574 -1.201
C 0.711 0.446 5.083
C -5.033 -2.101 -2.108
C -2.896 -1.185 -1.420
C -1.147 -0.638 -7.575
C 2.901 1.298 -0.260
C 0.506 -3.029 -0.885
C 1.947 -0.199 7.036
C -0.980 -0.048 -5.247
C 1.905 0.049 5.679
C -0.282 2.692 -1.093
C 4.248 1.342 -0.470
C -2.489 -1.089 -2.762
C 1.542 -4.158 -3.474
C -1.033 1.673 -6.948
C -0.388 0.349 7.195
C 1.527 -1.365 -2.093
C 1.867 2.211 -0.706
C 0.794 -0.055 7.792
C 3.344 -1.801 1.631
C 0.330 -4.407 -2.572
C 2.680 -2.062 -2.914
C 3.340 -3.138 -2.208
C -0.259 -3.039 -2.235
C -4.164 -1.687 -1.120
C 1.221 -4.348 -1.319
C -3.394 -1.496 -3.740
C -1.122 0.701 -7.931
C 2.484 -4.317 -2.252
C 2.017 3.489 -1.146
C 1.582 -2.662 -3.825
C 3.474 -0.563 0.830
C -0.443 0.599 5.831
C -1.066 -1.013 -6.244
C 0.442 -1.952 -3.045
C -4.643 -2.006 -3.433
C -0.964 1.297 -5.619
H 3.646 -2.669 1.046
H 4.218 -3.021 -1.603
H -0.893 2.054 -4.840
H -1.061 -2.063 -5.982
H -1.164 0.983 -8.973
H -0.094 -3.218 0.011
H 2.876 -0.497 7.499
H -1.343 -2.980 -2.207
H -5.307 -2.327 -4.222
H -1.365 0.918 5.368
H -6.006 -2.489 -1.845
H -2.138 3.304 -1.912
H -1.275 0.475 7.796
H 2.792 -0.060 5.064
H -1.222 -1.396 -8.340
H -1.009 2.717 -7.223
H 2.926 4.048 -1.238
H 1.685 -0.282 -2.166
H 4.812 2.072 -1.011
H 2.308 -1.936 1.944
H 1.244 -5.121 -0.556
H 3.333 -1.315 -3.360
H 1.697 -4.818 -4.323
H -0.332 -5.234 -2.798
H -3.101 -1.408 -4.779
H 3.015 -5.267 -2.179
H -4.455 -1.749 -0.083
H -2.230 2.762 -0.234
H 3.988 -1.752 2.509
H -2.037 1.570 -1.520
H 0.824 -0.261 8.851
```

Output
2S+1 = 2
Frontier orbital gap (alpha / beta) = 5.10 / 5.17 eV
Charge = +1
HOMO level (alpha / beta) = -0.348 / -0.352 hartree
E_LUMO (alpha / beta) = -0.1607 / -0.1617 hartree

Density functional theory data (wB97M-V/def2-TZVPD) for the molecule C4H6Br2S at a distorted geometry.

```
13
C4H6Br2S | OMol25 | wB97M-V/def2-TZVPD
Br -2.708 -1.106 -0.437
Br 1.878 -2.269 0.042
S -1.008 0.742 1.456
C 1.110 0.517 -0.250
C -1.392 -0.836 0.908
C 0.839 -0.877 -0.631
C -0.176 1.336 -0.050
H 1.705 0.553 0.667
H -0.855 1.218 -0.895
H 0.308 -1.106 -1.540
H 0.048 2.390 0.100
H -1.409 -1.595 1.674
H 1.660 1.032 -1.045
```

Output
ΔE to the lowest compared entry with this formula, charge and spin = 0.000 eV
2S+1 = 3
Frontier orbital gap (alpha / beta) = 7.79 / 8.13 eV
Charge = 0
HOMO level (alpha / beta) = -0.261 / -0.345 hartree
E_LUMO (alpha / beta) = 0.0253 / -0.0465 hartree

Density functional theory data (wB97M-V/def2-TZVPD) for the molecule C5H11NO.

```
18
C5H11NO | OMol25 | wB97M-V/def2-TZVPD
O 1.528 1.469 -0.207
N 0.547 -0.470 0.439
C 2.828 -0.542 -0.400
C -0.583 0.195 1.075
C -2.302 -0.176 -0.790
C 1.591 0.261 -0.051
C -1.595 0.823 0.118
H -3.044 0.330 -1.417
H -0.188 0.976 1.733
H 2.874 -1.490 0.145
H -1.083 1.590 -0.470
H -1.082 -0.551 1.702
H -1.594 -0.687 -1.453
H -2.829 -0.937 -0.200
H 2.839 -0.753 -1.472
H 3.709 0.059 -0.170
H 0.722 -1.435 0.674
H -2.338 1.337 0.742
```

Output
ΔE to the lowest compared entry with this formula, charge and spin = 0.071 eV
Structure (SMILES) = CCCNC(C)=O
Frontier orbital gap = 10.55 eV
Charge = 0
HOMO level = -0.356 hartree
E_LUMO = 0.0313 hartree

Density functional theory data (wB97M-V/def2-TZVPD) for a structure of composition C19H16IN3O6Pb at a distorted geometry.

```
46
C19H16IN3O6Pb | OMol25 | wB97M-V/def2-TZVPD
Pb -1.057 0.534 0.128
I -1.912 0.330 3.003
O -2.477 -5.679 -4.569
O -2.769 -1.069 -0.514
O -0.095 -0.806 -1.607
O -0.802 2.969 0.484
O -0.444 -5.711 -5.281
O -0.969 5.105 -0.188
N -1.347 -5.272 -4.622
N -1.730 2.167 -1.982
N -1.513 3.499 -1.609
C 2.541 0.054 3.339
C 1.192 0.337 1.425
C -1.756 -2.417 -2.233
C -2.816 -1.898 -1.426
C 3.511 0.323 1.128
C 1.194 0.179 2.793
C 3.644 0.131 2.468
C -2.036 -3.524 -3.043
C 2.681 -0.139 4.728
C -0.526 5.548 1.101
C -1.037 -4.096 -3.800
C 1.603 -0.188 5.566
C 0.266 -3.572 -3.836
C -0.423 -1.833 -2.267
C -1.076 3.818 -0.366
C 0.116 0.128 3.704
C 2.211 0.447 0.565
C 0.308 -0.043 5.050
C 0.557 -2.456 -3.110
H 0.475 5.169 1.307
H 2.120 0.599 -0.496
H -1.072 1.867 -2.704
H 1.004 -4.071 -4.448
H 3.680 -0.256 5.124
H -2.686 2.030 -2.313
H 4.362 0.383 0.467
H 1.733 -0.335 6.628
H 4.636 0.041 2.890
H -1.727 4.253 -2.254
H 1.540 -2.012 -3.144
H -3.809 -2.316 -1.659
H -3.023 -3.972 -3.071
H -0.528 6.633 1.047
H -1.207 5.196 1.876
H -0.533 -0.073 5.722
```

Output
Frontier orbital gap (alpha / beta) = 4.16 / 5.86 eV
Charge = +2
HOMO level (alpha / beta) = -0.512 / -0.509 hartree
E_LUMO (alpha / beta) = -0.3594 / -0.2937 hartree

Density functional theory data (wB97M-V/def2-TZVPD) for a structure of composition C26H25N7O2PmS.

```
62
C26H25N7O2PmS | OMol25 | wB97M-V/def2-TZVPD
Pm -0.300 -0.915 0.165
S -2.631 -0.511 -1.304
O -1.986 -2.394 4.036
O 4.176 -1.286 0.899
N -1.946 1.449 -4.608
N -2.724 1.003 -3.582
N 0.233 -0.457 -2.551
N 0.957 -1.883 2.185
N -0.786 0.278 -3.177
N 2.159 -1.129 -0.064
N -1.663 -1.944 1.870
C 2.284 -2.795 4.433
C -5.028 1.508 1.460
C 1.964 1.649 -0.605
C -1.178 -2.234 3.034
C -4.727 0.170 1.665
C 3.004 -2.352 3.327
C -3.354 -2.264 3.492
C -2.053 0.280 -2.700
C 0.444 1.189 -5.206
C 2.887 -1.422 0.968
C -2.418 0.744 1.896
C 2.812 0.867 -1.389
C 0.280 -2.319 3.249
C 3.173 2.779 -2.820
C 2.291 -1.907 2.228
C 3.097 -0.588 -1.082
C 0.894 -2.783 4.400
C -3.415 -0.233 1.886
C -2.710 2.087 1.681
C 1.703 2.974 -0.930
C -0.760 0.997 -4.369
C 4.488 -0.873 -0.475
C 2.312 3.542 -2.041
C -4.025 2.470 1.464
C -3.114 -1.704 2.075
C 3.412 1.448 -2.505
H 0.859 0.226 -5.507
H 4.086 0.867 -3.126
H 3.667 3.223 -3.674
H 2.132 4.580 -2.288
H 1.546 1.246 0.319
H 0.302 -3.123 5.239
H 1.059 3.573 -0.300
H 1.106 0.066 -2.649
H -4.273 3.511 1.314
H -5.524 -0.564 1.647
H -6.055 1.802 1.295
H 0.325 -1.336 -3.066
H -1.925 2.830 1.716
H -1.375 0.488 2.127
H -3.684 -2.287 1.349
H -3.711 1.221 -3.567
H 5.000 -1.715 -0.935
H -3.776 -3.265 3.498
H -3.896 -1.601 4.160
H 5.138 -0.005 -0.411
H 0.158 1.735 -6.102
H 2.803 -3.152 5.312
H 1.208 1.761 -4.675
H 2.992 -1.172 -2.001
H 4.085 -2.353 3.318
```

Output
2S+1 = 5
Frontier orbital gap (alpha / beta) = 7.30 / 7.49 eV
Charge = +3
HOMO level (alpha / beta) = -0.628 / -0.628 hartree
E_LUMO (alpha / beta) = -0.3597 / -0.3530 hartree

Q: Which value of charge does entry 4 give?
A: 0